DFT (ωB97M-V/def2-TZVPD) results for a single C2H2Cl3OP molecule in a non-equilibrium geometry.

```
! wB97M-V def2-TZVPD RIJCOSX def2/J DEFGRID3
* xyz 0 1
Cl 2.55680 0.90907 -0.08474
Cl -0.81111 2.39293 1.03519
Cl 0.53218 1.95721 -1.90626
P 0.99392 0.44592 2.23587
O 1.04945 -1.01265 2.32178
C 0.85317 0.69798 -0.60825
C -0.03635 0.78217 0.63214
H 0.97700 -0.24103 -1.17196
H -1.03362 -0.02573 0.43910
*
```

Calculated values
HOMO energy (eV): -9.96
HOMO-LUMO gap (eV): 9.2
F_max (eV/Å): 4.0

Atomic partial charges in e from the natural (NBO) method, atoms 1 to 2:
1 Cl -0.0165
2 Cl -0.0332

***

DFT (ωB97M-V/def2-TZVPD) results for a molecular structure, C29H25BrCaN8OPS3 in a non-equilibrium geometry.

```
! wB97M-V def2-TZVPD RIJCOSX def2/J DEFGRID3
* xyz -1 1
Br -2.65592 -6.80285 -3.50576
Ca -1.30470 -0.12284 -0.12036
S -3.08203 1.97648 0.89402
S -3.17156 4.68776 2.11272
S -0.81402 2.92291 2.63693
P 1.83970 -0.28985 2.37370
O -2.71011 -1.77450 -0.20398
N 2.35543 0.87087 -0.11448
N -0.53272 1.79647 -1.34680
N 2.46595 2.34291 1.53782
N 0.71307 -1.67036 0.15852
N -0.16753 0.24940 4.25714
N -0.94582 -0.46503 2.32800
N -1.36721 -0.54332 -2.51497
N 2.37148 -2.73982 1.15386
C 0.18550 4.04240 -2.81373
C -0.29398 1.51227 -5.48585
C 2.38016 2.95392 2.85801
C -2.26543 -4.01847 -3.04425
C 2.15562 1.06450 1.17956
C -2.64541 -5.20428 -2.47992
C 0.07277 4.10310 -1.46375
C -1.72890 -1.66795 -3.01333
C -0.08252 2.82405 -3.48634
C -0.74450 0.41840 -4.71664
C -2.23640 -2.82304 -2.29739
C -1.52690 0.16700 4.38143
C -0.86234 0.50137 -3.35253
C 3.48309 -3.04124 2.04613
C 2.84425 2.99890 0.39369
C 0.13898 -0.10521 2.97895
C -3.03354 -5.24044 -1.13255
C 0.69377 0.86154 5.24649
C 0.01771 2.69543 -4.88887
C -1.99253 -0.29115 3.18820
C 0.91559 -2.86571 -0.47707
C 1.94478 -3.53844 0.12116
C -0.27308 2.92940 -0.74664
C -0.48483 1.72072 -2.70341
C -3.04564 -4.09453 -0.38536
C 2.77963 2.07642 -0.61153
C -2.65970 -2.82457 -0.92040
C 1.59530 -1.61582 1.14490
C -2.39765 3.21611 1.92263
H 4.31625 -2.36336 1.87096
H -2.03594 0.49443 5.27365
H 0.33372 3.55215 -5.47544
H 0.23523 5.01521 -0.90581
H -3.35354 -4.10735 0.65282
H 2.39731 -4.49793 -0.08174
H -1.01597 -0.48794 -5.23976
H -0.22053 1.40199 -6.56125
H -3.33208 -6.18235 -0.68876
H 1.38612 3.37972 3.02042
H 3.14448 3.72534 2.93005
H 3.09988 4.04936 0.40793
H 2.58833 2.20029 3.61344
H 3.17462 -2.95846 3.08355
H 0.51126 0.41102 6.22010
H -3.01237 -0.45360 2.88092
H 1.73212 0.68792 4.97930
H 0.31294 -3.17739 -1.31744
H 2.99281 2.21592 -1.66277
H -0.33724 2.95464 0.34719
H 0.46050 4.91506 -3.39956
H -1.64012 -1.84941 -4.08478
H 3.80518 -4.06047 1.85260
H 0.49489 1.93347 5.28257
H -1.96565 -3.99117 -4.08616
*
```

Calculated values
HOMO energy (eV): -2.79
HOMO-LUMO gap (eV): 4.6
F_max (eV/Å): 1.4

Atomic partial charges in e from the natural (NBO) method, atoms 1 to 2:
1 Br 0.0057
2 Ca 1.7510